{
  "formula": "C19H35F9Mn2N5O17S3",
  "method": "the ωB97M-V functional and the def2-TZVPD basis",
  "elements": ["H", "H", "N", "H", "C", "N", "O", "S", "C", "C", "H", "O", "O", "N", "C", "O", "H", "O", "H", "H", "H", "H", "O", "F", "C", "H", "C", "O", "H", "H", "C", "F", "H", "H", "N", "H", "F", "C", "H", "H", "H", "F", "O", "C", "H", "O", "C", "O", "H", "O", "H", "O", "Mn", "C", "C", "H", "O", "H", "H", "H", "H", "S", "Mn", "F", "H", "H", "C", "H", "N", "C", "H", "O", "F", "O", "C", "C", "H", "F", "H", "O", "C", "C", "F", "H", "H", "H", "O", "F", "C", "S"],
  "coordinates": [[-7.008350, -22.411430, 18.007590], [-14.016390, -16.409330, 15.600240], [-9.798530, -15.704090, 22.915160], [-5.444130, -19.809520, 22.390160], [-7.954860, -22.451470, 17.468510], [-11.538110, -12.633770, 19.711230], [-6.906820, -14.816270, 15.987440], [-6.985080, -19.126790, 15.172630], [-4.037480, -14.889460, 15.434200], [-11.197120, -13.073920, 18.469260], [-8.459430, -22.954620, 20.369620], [-8.675330, -16.725700, 17.322320], [-12.085600, -18.436140, 17.525680], [-9.011050, -22.297450, 18.442410], [-9.034680, -23.264200, 19.497070], [-8.277610, -19.199000, 15.911180], [-14.299670, -15.327010, 18.090370], [-6.698580, -20.407320, 14.495960], [-6.344270, -21.310590, 22.135310], [-10.316470, -21.266420, 19.486680], [-8.588300, -24.165730, 19.077430], [-13.345750, -11.841260, 18.990920], [-6.247800, -15.378420, 13.799230], [-12.389890, -14.769270, 14.230600], [-14.297220, -17.261660, 16.218920], [-10.097470, -11.821880, 20.933210], [-10.616470, -16.043060, 21.920190], [-10.623470, -17.117990, 15.389060], [-8.147160, -23.338520, 16.864960], [-14.666560, -16.271380, 19.516250], [-8.715050, -16.876510, 18.547930], [-5.526820, -19.941030, 17.311610], [-7.958850, -21.611530, 16.773830], [-5.531180, -20.212560, 20.785640], [-7.277970, -19.450830, 21.513880], [-9.947070, -23.506440, 20.042010], [-5.699910, -17.707580, 17.157160], [-5.551300, -18.884530, 16.467750], [-9.209560, -18.790240, 21.944620], [-7.688860, -17.477650, 20.999850], [-13.498790, -12.705580, 20.510760], [-4.366890, -18.888420, 15.822710], [-8.716210, -20.714060, 22.656160], [-10.625630, -12.771610, 20.848520], [-12.702980, -17.584280, 19.290880], [-8.959890, -16.334720, 13.746160], [-6.875660, -18.183150, 20.829350], [-9.865270, -20.360360, 17.705210], [-15.829470, -16.250840, 18.282780], [-6.860910, -17.943530, 14.243650], [-5.997110, -17.597140, 21.099240], [-11.723490, -16.557770, 22.141800], [-8.545800, -14.520510, 17.340160], [-12.880670, -11.992700, 19.965020], [-12.868900, -17.756560, 18.216170], [-6.928780, -18.349530, 19.753440], [-9.757440, -14.800780, 15.576190], [-12.074910, -13.006340, 17.808110], [-7.921550, -15.155470, 23.459850], [-12.796740, -11.049360, 20.504620], [-8.809420, -13.871360, 22.566480], [-5.957670, -14.446090, 14.923570], [-9.996380, -18.342770, 16.855660], [-3.912590, -14.727280, 16.795490], [-10.633660, -14.859810, 24.655490], [-9.367210, -16.101870, 24.884310], [-14.749430, -16.260190, 18.429460], [-8.206580, -15.184700, 21.646650], [-14.007630, -17.213540, 17.703030], [-6.105080, -20.338690, 21.703700], [-10.218480, -15.747800, 20.937010], [-5.954750, -13.017180, 14.587210], [-11.764270, -16.134350, 12.667470], [-9.486910, -17.791120, 18.805800], [-10.250950, -15.820720, 24.311540], [-11.353930, -15.160670, 13.492460], [-13.969240, -18.175290, 15.723120], [-3.287510, -14.038570, 14.758220], [-9.890900, -13.520740, 20.553450], [-10.062080, -13.463500, 18.208900], [-8.511330, -19.628190, 22.094680], [-8.598530, -14.938660, 22.633540], [-3.833170, -16.158340, 15.225780], [-11.044230, -16.540180, 24.514450], [-15.378350, -17.385340, 16.281830], [-11.139080, -12.983050, 21.786470], [-8.691360, -15.802830, 19.051250], [-10.708040, -14.204910, 12.867200], [-9.764370, -21.230440, 18.534800], [-10.037870, -15.966150, 14.668520]],
  "atomic_forces_ev_per_a": [[0.2, -0.5, -0.3], [0.2, 0.2, 0.6], [-0.1, -0.1, 0.7], [0.0, -0.1, 0.6], [-0.2, 0.7, -0.5], [-1.2, 0.2, 0.0], [0.4, 0.8, 2.1], [-0.3, 2.0, -4.3], [-4.3, 0.9, 1.4], [-0.2, 0.7, 1.8], [0.8, 0.2, -0.1], [3.5, 0.0, -8.0], [-1.3, 0.9, 0.9], [0.2, -0.8, 0.0], [0.9, -0.8, 1.2], [1.5, -0.1, 0.0], [-0.7, 0.8, 0.3], [0.1, 1.0, 1.7], [0.0, 0.0, -0.7], [-0.4, 0.5, 0.0], [-0.2, -0.2, 0.3], [0.0, 0.2, 0.1], [1.8, 2.3, 1.9], [-0.5, 0.9, -0.5], [-1.1, -1.0, 1.4], [0.2, 0.1, 0.4], [-1.8, -0.4, 0.2], [-1.1, 1.4, -1.2], [0.5, -0.2, 0.2], [0.6, -0.5, 0.0], [-4.8, -1.0, -4.1], [-0.1, 0.7, 0.3], [-0.1, 0.1, 0.1], [-0.2, -1.2, -0.3], [1.0, 1.6, 0.0], [-0.8, 0.2, -1.1], [0.4, -1.7, -0.6], [-0.9, 0.3, -0.9], [0.0, -0.2, 0.1], [-0.2, 0.0, 0.0], [0.0, 0.2, 0.2], [-0.8, 0.3, 0.5], [-0.9, 1.4, -0.2], [0.4, 0.6, -1.1], [0.0, 0.0, -0.1], [-2.5, 0.9, 1.6], [-2.4, -0.1, -0.2], [-0.3, 0.5, -0.6], [0.1, -0.3, -0.6], [0.0, -3.3, 3.3], [0.5, -0.9, 0.5], [0.9, 0.4, -0.9], [0.9, -2.2, -1.4], [1.1, -1.3, -0.7], [0.4, -0.8, -1.5], [0.5, 0.0, -0.1], [-1.0, -1.0, -0.8], [0.6, -0.2, -0.5], [0.4, 0.2, -0.4], [0.2, -0.1, -0.1], [0.0, 0.3, 0.5], [-0.8, -1.6, -4.2], [1.1, -0.8, 0.5], [0.6, 0.5, -0.9], [0.1, 0.2, 0.1], [-0.1, 0.1, 0.3], [-0.1, 1.8, 0.6], [0.2, -0.4, 0.1], [1.5, -1.8, -1.4], [-0.6, 1.6, 0.4], [-0.1, -0.5, -0.2], [0.5, -1.0, 1.0], [-0.2, 0.8, -0.4], [-1.3, -5.2, 5.2], [0.6, 0.2, -0.2], [2.1, -2.9, 2.2], [0.6, 0.1, 0.5], [0.7, -0.7, 0.3], [-0.1, -0.1, 0.4], [-0.9, 0.5, 0.0], [2.3, -2.1, -0.2], [-0.3, -0.1, 0.2], [0.9, -0.2, -0.9], [0.2, -0.1, -0.7], [-0.2, 0.4, -0.7], [-0.1, -0.2, -0.3], [2.6, 7.8, 8.4], [-1.0, 0.4, -0.3], [-0.9, 0.3, 0.7], [3.0, 0.5, -1.4]],
  "orbital_gap_ev": [6.5, 7.2],
  "spin_multiplicity": 11,
  "total_charge": -1,
  "lumo_energy_ha": [0.0557, 0.0556],
  "energy_ev": -182135.4280
}

---

{
  "formula": "C19H35FN5O4S3",
  "method": "the ωB97M-V functional and the def2-TZVPD basis",
  "elements": ["S", "H", "C", "H", "S", "H", "O", "H", "F", "C", "H", "H", "C", "H", "C", "C", "N", "H", "C", "H", "N", "H", "C", "N", "O", "O", "H", "H", "N", "S", "H", "H", "H", "C", "C", "C", "O", "H", "N", "H", "H", "H", "H", "C", "C", "H", "H", "H", "H", "C", "H", "H", "H", "C", "C", "H", "C", "H", "H", "H", "C", "H", "H", "H", "C", "C", "H"],
  "coordinates": [[-6.248803, -1.435995, 1.408005], [-0.912208, -0.902082, -5.344632], [-1.272474, 0.660648, -3.898454], [1.458927, 1.235623, 1.236431], [-8.747004, -0.131302, 2.106022], [1.398177, 1.347330, -1.264291], [-5.890238, -2.954955, 1.213596], [-2.354063, 0.480226, -3.923193], [-7.928975, 1.341657, 2.424310], [2.250173, 0.754240, 0.649252], [1.975670, -4.207744, 0.998444], [-1.062230, 0.712492, -6.058788], [-1.031483, 2.151194, -3.661281], [-0.869662, 0.074295, -3.063883], [5.447218, 2.877620, -0.218208], [1.346643, -5.704965, 2.404781], [5.904795, 2.428111, 0.749507], [2.567541, 2.490785, -0.594547], [5.778420, 4.494570, -2.082350], [2.812937, -4.120278, 2.544337], [-0.343932, -1.318231, -0.482614], [-3.138312, -1.279478, 3.177106], [1.834050, -4.292670, 2.082430], [1.516969, 2.712023, -3.335861], [-9.127998, -0.843613, 3.462395], [-5.870989, -1.080405, 2.865481], [-3.438790, 1.003419, 1.898726], [0.367563, -5.882250, 1.943748], [-7.931425, -1.208718, 0.999878], [-3.392150, -0.907422, 0.159184], [0.421637, 0.248571, -5.202096], [6.755977, 4.053013, -2.310357], [-1.600289, -1.690067, 2.148149], [2.341251, 1.426568, -0.714403], [0.690277, -1.067985, -0.018184], [4.865308, 3.451714, -1.438354], [-10.138316, 0.231304, 1.454086], [4.686927, 2.645867, -2.160215], [0.137493, -2.445399, 2.872569], [-1.482393, -0.263782, 3.507842], [6.480646, 5.488404, -0.277225], [5.337132, 4.804625, -3.037405], [0.515486, -5.331601, 4.381920], [2.001566, -0.751324, 0.562513], [-2.155227, -0.796026, 2.706027], [5.019086, 6.206453, -0.983805], [-5.464128, 0.654761, 0.316655], [2.055077, -1.175922, 1.572041], [3.133341, 0.977292, -1.321584], [1.253400, -5.980551, 3.899850], [2.794984, -1.228248, -0.024282], [6.597634, 6.464139, -1.746142], [2.220374, -5.825888, 4.388692], [-2.625200, 0.236088, 1.481415], [0.391494, 2.464044, -3.476285], [0.947462, -7.017203, 4.072724], [0.885069, -3.261045, 2.520776], [3.889491, 3.897052, -1.213072], [3.192828, 0.923431, 1.183831], [-1.582487, 2.458802, -2.764584], [5.977579, 5.732822, -1.218091], [-1.701728, 0.818540, 1.018185], [-1.436319, 2.733193, -4.497153], [-5.661321, -0.817306, -0.948313], [-0.668963, 0.155637, -5.202530], [-5.217561, -0.488082, 0.109993], [2.044064, -6.426016, 1.961285]],
  "atomic_forces_ev_per_a": [[1.2, -4.9, 3.6], [0.0, 0.2, 0.0], [0.0, -0.5, -0.1], [0.1, -0.2, 0.0], [-6.6, -3.2, 1.6], [0.3, 0.0, 0.1], [-1.5, 5.1, -0.5], [0.2, 0.1, 0.2], [-0.9, -2.2, -0.6], [0.2, 0.4, -0.1], [-0.1, 0.2, 0.1], [0.1, 0.0, 0.0], [-0.3, -0.1, 0.2], [-0.2, 0.2, 0.0], [0.3, -0.5, 1.1], [-0.1, -0.4, 0.2], [-0.6, 0.6, -1.3], [-0.2, -0.3, -0.1], [0.2, 0.3, -0.1], [-0.2, 0.1, 0.0], [1.5, 0.4, 0.5], [2.1, 1.3, -0.9], [0.0, -0.1, -0.3], [-1.5, -0.3, -0.3], [2.8, 3.1, -4.4], [-1.1, 0.4, -4.5], [1.8, -1.7, -1.1], [0.2, 0.1, 0.0], [1.7, 2.6, 2.2], [-1.1, 1.4, 0.5], [-0.1, 0.0, 0.0], [-0.2, 0.0, 0.0], [-1.3, 2.4, 1.5], [-0.2, 0.0, 0.2], [-1.0, -0.4, -0.5], [0.1, 0.0, -0.4], [5.8, -0.4, 1.4], [-0.1, 0.1, 0.3], [1.8, -1.5, -0.1], [-1.3, -1.1, -1.6], [-0.1, 0.0, -0.1], [0.0, -0.2, 0.1], [0.1, 0.0, -0.1], [0.1, 0.1, 0.4], [-0.9, -0.4, -1.4], [0.1, 0.0, 0.0], [0.6, -2.4, -0.5], [-0.2, 0.0, -0.2], [-0.1, 0.0, 0.0], [-0.1, 0.0, 0.1], [-0.2, 0.0, -0.1], [-0.1, -0.1, 0.1], [-0.1, 0.0, 0.0], [-0.2, 0.1, 1.6], [1.2, 0.5, 0.0], [0.0, 0.2, 0.0], [-0.7, 0.8, 0.5], [0.2, -0.1, 0.0], [-0.2, -0.1, 0.0], [0.2, 0.1, -0.1], [0.1, 0.1, 0.0], [-2.0, -1.3, 0.9], [0.2, 0.0, 0.1], [1.0, 0.7, 2.5], [0.1, -0.1, 0.0], [-1.0, 1.1, -0.4], [-0.1, 0.2, -0.1]],
  "orbital_gap_ev": 7.7,
  "spin_multiplicity": 1,
  "total_charge": -1,
  "lumo_energy_ha": 0.0697,
  "energy_ev": -71130.2763,
  "de_lowest_kj_mol": 528.34
}

---

{
  "formula": "C19H35NO2P2W",
  "method": "the ωB97M-V functional and the def2-TZVPD basis",
  "elements": ["N", "H", "H", "H", "C", "H", "H", "H", "C", "O", "H", "C", "H", "H", "H", "C", "C", "C", "H", "H", "H", "H", "C", "H", "H", "W", "H", "H", "H", "H", "C", "C", "H", "O", "C", "C", "H", "H", "H", "H", "H", "H", "H", "C", "P", "C", "C", "C", "H", "H", "H", "C", "C", "P", "H", "H", "H", "C", "H", "C"],
  "coordinates": [[-1.320680, -1.188090, -0.009088], [-3.956444, 3.052150, 2.539982], [-4.708064, 1.695639, -2.954698], [-4.695406, 5.679498, 0.101378], [-3.222107, 0.988881, -4.358798], [1.817803, -1.740110, -0.443898], [0.540717, -3.618834, 0.262694], [-2.718605, 4.303236, 2.606938], [-5.237621, 1.662282, 0.087877], [0.335673, 0.436737, 0.111203], [-5.079840, -2.177399, -1.232466], [-3.649142, 5.494152, -0.157381], [-2.768516, 3.771316, -3.010505], [0.411668, 4.382954, -1.359156], [-4.993136, 1.507757, 1.151850], [-2.359564, 2.773940, -2.820583], [-3.076686, -0.138410, -1.476927], [-2.205859, 1.957416, 0.653470], [-5.243782, 0.092043, -3.363879], [-3.056459, -1.109442, -2.011400], [-1.741063, 1.989325, 1.638935], [-6.399724, 1.207659, -2.530920], [0.052086, -3.045086, -0.529195], [-6.349297, 1.638579, 0.052053], [-1.352166, 2.044607, -4.647143], [-2.980482, 0.083009, 0.570212], [-1.151390, 5.637157, 0.068838], [-1.972596, -1.562716, 2.686615], [-0.575845, 1.936719, -1.905664], [-0.292153, 3.102163, -3.175182], [-5.691494, -1.347735, -0.820648], [-2.304530, 1.883323, -4.075903], [-2.628698, 0.602777, -2.116866], [-2.309727, -3.275625, 0.193800], [-1.935205, -0.480376, 2.437968], [-0.059106, -0.680113, -0.218598], [-0.030101, -3.702723, -1.388772], [-3.354036, 0.258140, -5.170168], [-3.538014, 5.678306, -1.234185], [-5.523186, 3.835113, -0.059010], [-4.753647, 3.182068, -1.492932], [-3.053123, 2.363510, -2.068903], [-5.941398, -1.581292, 0.224610], [-4.757478, 3.086969, -0.391978], [-4.806885, 0.218237, -0.968204], [0.798717, -1.773083, -0.835502], [-5.350968, 0.865393, -2.593071], [-1.336984, -2.593776, -0.078788], [-4.354173, 4.696902, 2.085739], [-6.620974, -1.256757, -1.400954], [-3.043021, 6.209221, 0.418683], [-3.570252, 3.938203, 2.026647], [-0.918525, 2.938008, -2.293830], [-3.071260, 3.565417, 0.281483], [-2.374344, 0.065676, 3.289908], [-1.297331, 1.964277, 0.025701], [0.861993, -1.587953, -1.916393], [-0.656308, 4.088666, -1.334087], [-0.897367, -0.162185, 2.334489], [-1.489432, 4.746102, -0.501488]],
  "atomic_forces_ev_per_a": [[-0.4, 0.2, 0.5], [0.3, -0.1, -0.2], [-0.6, -0.5, 0.5], [0.0, -0.5, 0.2], [1.3, 0.0, -1.4], [-0.2, 0.1, 0.0], [-0.2, 0.0, 0.0], [0.0, -0.1, -0.1], [0.2, 1.0, 0.0], [-0.8, -0.6, -0.7], [-0.2, 0.6, 0.2], [-0.7, 2.0, -0.8], [0.1, 0.0, -0.5], [-0.7, 0.4, 0.0], [0.0, 0.0, 0.1], [0.3, 0.3, 0.0], [0.1, -0.8, 1.0], [0.7, 1.1, -1.4], [-0.3, 0.0, 0.4], [-0.2, 0.4, 0.4], [-0.1, 0.4, 0.4], [0.3, -0.2, -0.1], [-0.4, -0.5, 0.1], [0.5, -0.2, 0.1], [-1.0, -0.4, 0.1], [3.8, -1.1, 1.2], [-0.7, -0.9, -0.2], [0.0, 0.6, -0.3], [0.0, 1.0, 0.0], [0.1, 0.1, 0.2], [-0.8, -0.2, 0.2], [0.0, 0.5, 0.6], [0.3, 0.1, 0.1], [0.4, 0.9, -0.3], [-0.9, -0.7, -0.4], [1.0, 0.2, 0.5], [-0.1, -0.2, 0.0], [-0.1, 0.4, 0.5], [0.1, 0.0, 0.3], [0.9, -0.7, 0.0], [-0.1, -0.2, 0.6], [0.6, 0.0, -0.3], [0.1, 0.0, -0.3], [-0.5, -0.6, -0.3], [-1.6, -1.1, -3.0], [0.3, 0.6, -0.1], [-0.6, 0.7, -0.2], [-0.1, 0.2, 0.0], [0.2, -0.1, -0.2], [0.2, -0.2, 0.2], [-0.3, -0.5, -0.2], [0.1, 0.2, 0.3], [-0.3, -0.6, 0.3], [-1.2, 2.1, 1.6], [-0.2, 0.1, -0.2], [-0.1, -0.4, 0.0], [0.0, 0.0, 0.2], [-0.2, -0.3, 0.1], [0.0, -0.1, 0.0], [2.1, -2.4, 0.2]],
  "orbital_gap_ev": [6.9, 6.2],
  "spin_multiplicity": 3,
  "total_charge": 2,
  "lumo_energy_ha": [-0.2775, -0.3149],
  "energy_ev": -46231.6740,
  "de_lowest_kj_mol": 683.49
}